Here is 2 unconnected molecules or ions with the total composition C17H29ClF5INO7S at a distorted geometry from OMol25. Energies are from wB97M-V/def2-TZVPD.

Bonds (Å) are listed after each position.
Positions of all 62 atoms, in Å:
1 O -1.30 0.39 4.07  C2 1.347
2 C -1.30 1.31 3.09  O1 1.347, O3 1.500, C4 1.640
3 O -0.97 2.73 3.46  C2 1.500
4 C -1.57 1.03 1.50  C2 1.640, I5 2.232, C6 1.639, N16 1.538
5 I -1.18 -1.15 1.21  C4 2.232
6 C -3.12 1.26 1.01  C4 1.639, C7 1.638, H25 1.194, H26 1.191
7 C -4.00 2.28 1.93  C6 1.638, C8 1.656, H27 1.193, H28 1.170
8 C -5.07 3.10 0.97  C7 1.656, C9 1.639, H29 1.194, H30 1.193
9 C -4.45 4.43 0.25  C8 1.639, F10 1.510, F11 1.481, C12 1.645
10 F -5.59 5.41 0.09  C9 1.510
11 F -3.41 5.14 1.03  C9 1.481
12 C -3.86 4.18 -1.27  C9 1.645, F13 1.510, F14 1.485, F15 1.493
13 F -4.17 5.45 -2.03  C12 1.510
14 F -4.44 3.01 -1.97  C12 1.485
15 F -2.37 4.10 -1.19  C12 1.493
16 N -0.69 1.89 0.58  C4 1.538, C17 1.517, H31 1.059
17 C 0.75 1.42 0.59  N16 1.517, C18 1.673, H32 1.194, H33 1.191
18 C 1.77 2.66 0.13  C17 1.673, C19 1.640, H34 1.177, H35 1.194
19 C 1.41 4.09 0.84  C18 1.640, C20 1.639, H36 1.189, H37 1.180
20 C 2.71 4.96 1.36  C19 1.639, S21 1.911, H38 1.170, H39 1.175
21 S 2.22 5.62 3.08  C20 1.911, O22 1.551, O23 1.563, Cl24 2.095
22 O 0.89 6.41 3.01  S21 1.551
23 O 3.42 6.51 3.55  S21 1.563
24 Cl 2.06 3.96 4.35  S21 2.095
25 H -3.65 0.19 1.00  C6 1.194
26 H -3.22 1.64 -0.12  C6 1.191
27 H -4.68 1.62 2.67  C7 1.193
28 H -3.39 3.07 2.54  C7 1.170
29 H -5.94 3.49 1.69  C8 1.194
30 H -5.63 2.37 0.21  C8 1.193
31 H -1.04 1.81 -0.42  N16 1.059
32 H 0.96 0.55 -0.19  C17 1.194
33 H 1.11 1.09 1.68  C17 1.191
34 H 2.89 2.35 0.32  C18 1.177
35 H 1.66 2.80 -1.05  C18 1.194
36 H 0.84 4.74 0.02  C19 1.189
37 H 0.75 3.86 1.79  C19 1.180
38 H 3.70 4.35 1.48  C20 1.170
39 H 2.90 5.82 0.58  C20 1.175
40 C 4.97 -5.36 -2.94  O41 1.418, H49 1.095, H50 1.093, H51 1.095
41 O 3.80 -5.48 -2.15  C40 1.418, C42 1.430
42 C 3.79 -4.55 -1.05  O41 1.430, C43 1.530, H52 1.095, H53 1.094
43 C 2.37 -4.42 -0.48  C42 1.530, O44 1.434, H54 1.095, H55 1.092
44 O 1.55 -3.53 -1.25  C43 1.434, C45 1.434
45 C 1.06 -4.06 -2.49  O44 1.434, C46 1.531, H56 1.092, H57 1.095
46 C -0.07 -5.08 -2.30  C45 1.531, O47 1.430, H58 1.095, H59 1.095
47 O 0.46 -6.36 -1.98  C46 1.430, C48 1.419
48 C -0.52 -7.24 -1.45  O47 1.419, H60 1.095, H61 1.094, H62 1.093
49 H 5.87 -5.54 -2.33  C40 1.095
50 H 4.92 -6.10 -3.73  C40 1.093
51 H 5.02 -4.36 -3.39  C40 1.095
52 H 4.14 -3.57 -1.39  C42 1.095
53 H 4.46 -4.94 -0.28  C42 1.094
54 H 2.45 -3.96 0.51  C43 1.095
55 H 1.89 -5.39 -0.35  C43 1.092
56 H 1.87 -4.46 -3.09  C45 1.092
57 H 0.65 -3.20 -3.03  C45 1.095
58 H -0.64 -5.17 -3.23  C46 1.095
59 H -0.74 -4.74 -1.49  C46 1.095
60 H -0.91 -6.84 -0.50  C48 1.095
61 H -0.05 -8.20 -1.26  C48 1.094
62 H -1.34 -7.37 -2.16  C48 1.093

The value obtained for the total energy is -2901.7039 hartree. The calculation puts the HOMO energy at -4.78 eV. The lowest unoccupied orbital energy is 0.0697 Eh. Its spin multiplicity is 1. Its net charge is -1.